C29H32BF3O2 in the gas phase in a non-equilibrium geometry. Source: the Open Molecules 2025 dataset; level of theory: ωB97M-V/def2-TZVPD.

Geometry as XYZ:
```
67
Properties=species:S:1:pos:R:3
C 3.115 -1.356 1.168
C 2.033 -0.433 1.737
C 2.666 0.942 1.970
O 1.000 -0.356 0.767
B -0.076 -1.225 1.210
C -1.380 -0.198 1.320
C -2.473 -0.564 2.094
C -3.559 0.311 2.276
C -3.521 1.584 1.703
C -2.423 1.948 0.921
C -1.357 1.057 0.725
C -0.475 -2.535 0.146
C -1.623 -3.461 0.309
C -1.750 -4.639 1.181
O 0.253 -1.818 2.495
C 1.311 -1.046 3.020
C 2.209 -1.928 3.863
C 0.695 0.044 3.909
H 3.948 -1.449 1.878
H 2.709 -2.356 0.945
H 3.507 -0.921 0.236
H 3.428 0.861 2.762
H 3.146 1.286 1.042
H 1.906 1.675 2.268
H -2.495 -1.550 2.547
H -4.416 -0.020 2.865
H -4.368 2.275 1.837
H -2.377 2.931 0.450
H -0.523 1.362 0.097
H -0.635 -1.908 -0.774
H 0.557 -2.972 0.047
H -2.426 -3.191 -0.356
H -1.046 -5.479 0.823
H -1.316 -4.229 2.168
H 3.008 -1.313 4.286
H 1.637 -2.378 4.679
H 2.644 -2.726 3.257
H 1.491 0.552 4.471
H 0.131 0.785 3.315
H 0.007 -0.425 4.629
F -1.716 -11.697 1.940
C -2.853 -11.230 1.342
F -2.789 -11.578 0.030
F -3.929 -11.831 1.938
C -2.991 -9.718 1.530
C -2.819 -8.845 0.460
C -2.838 -7.470 0.676
C -2.992 -6.930 1.946
C -2.990 -5.403 2.080
C -3.074 -4.942 3.516
C -3.763 -3.745 3.765
C -3.933 -3.271 5.057
C -3.369 -3.981 6.122
C -2.469 -5.029 5.881
C -2.292 -5.470 4.557
C -3.252 -7.833 3.011
C -3.206 -9.212 2.796
H -2.676 -9.191 -0.544
H -2.702 -6.767 -0.168
H -3.815 -4.954 1.442
H -4.113 -3.187 2.907
H -4.526 -2.373 5.208
H -3.496 -3.617 7.134
H -1.947 -5.538 6.703
H -1.575 -6.263 4.356
H -3.377 -7.536 4.071
H -3.284 -9.908 3.625
```

Computed properties:
orbital gap	6.85	eV
energy relative to the best compared isomer or geometry (same formula, charge and spin)	0.639	eV
highest occupied orbital energy	-8.5	eV



A molecular structure, C28H43BrGeI2N3O5Si3Ti in a non-equilibrium geometry. Source: the Open Molecules 2025 dataset; level of theory: ωB97M-V/def2-TZVPD.

Geometry as XYZ:
```
87
Properties=species:S:1:pos:R:3
Ti -0.666 -1.356 0.329
O -2.011 0.066 -0.012
N -3.306 -0.295 -0.142
N -3.345 -1.629 -0.388
O -2.171 -2.285 -0.578
C -4.504 -2.316 -0.412
C -5.745 -1.657 -0.220
C -6.919 -2.386 -0.260
C -6.918 -3.762 -0.485
C -5.689 -4.407 -0.671
C -4.497 -3.712 -0.639
H -5.752 -0.593 -0.040
H -7.861 -1.868 -0.108
H -7.846 -4.320 -0.512
H -5.663 -5.478 -0.841
H -3.546 -4.206 -0.773
C 0.688 4.451 -2.305
Si 0.217 2.610 -2.380
C 0.895 2.064 -4.058
C -1.673 2.644 -2.315
Ge 1.110 1.244 -0.597
Si 0.410 2.159 1.531
C 0.428 4.032 1.235
C -1.284 1.788 2.244
C 1.702 1.827 2.874
Si 3.535 1.509 -0.679
C 3.955 3.343 -0.938
C 4.187 0.633 -2.211
C 4.574 1.020 0.818
H 0.288 4.898 -3.223
H 1.756 4.647 -2.286
H 0.227 4.966 -1.462
H 0.154 2.249 -4.841
H 1.167 1.012 -4.103
H 1.781 2.663 -4.291
H -2.100 2.518 -3.312
H -1.994 3.619 -1.939
H -2.089 1.876 -1.657
H -0.458 4.342 0.678
H 1.311 4.368 0.688
H 0.413 4.550 2.200
H -2.076 2.080 1.559
H -1.373 2.380 3.165
H -1.444 0.745 2.489
H 2.544 2.515 2.798
H 2.067 0.805 2.810
H 1.243 1.963 3.860
H 3.522 3.746 -1.849
H 5.044 3.432 -1.022
H 3.638 3.969 -0.100
H 3.883 1.171 -3.112
H 3.819 -0.386 -2.273
H 5.281 0.592 -2.191
H 4.117 1.307 1.762
H 5.542 1.526 0.744
H 4.727 -0.057 0.821
O 3.206 -1.652 -0.089
H 2.988 -2.245 0.638
H 2.316 -1.430 -0.440
Br 0.938 -2.160 8.743
C 0.590 -1.987 6.888
C -0.673 -2.231 6.415
C -0.913 -2.092 5.049
C 0.083 -1.718 4.205
C 1.332 -1.497 4.683
C 1.606 -1.623 6.044
C -0.220 -1.534 2.719
O -1.345 -1.766 2.264
O 0.654 -1.131 1.934
H -1.464 -2.524 7.089
H -1.896 -2.275 4.632
H 2.114 -1.226 3.986
H 2.601 -1.445 6.428
I 0.473 -4.158 0.115
I 1.914 -6.726 -1.092
N 0.673 -0.569 -0.967
C 0.424 -0.895 -2.320
C 1.375 -1.637 -3.036
C 1.157 -1.979 -4.361
C -0.017 -1.601 -5.008
C -0.981 -0.897 -4.295
C -0.768 -0.552 -2.971
H 2.272 -1.963 -2.529
H 1.904 -2.560 -4.890
H -0.188 -1.876 -6.041
H -1.916 -0.623 -4.770
H -1.538 -0.040 -2.401
```

Computed properties:
total charge	-2
2S+1	4
orbital gap (spin up / spin down)	3.96 / 5.61	eV
⟨S²⟩	3.7749
energy relative to the best compared isomer or geometry (same formula, charge and spin)	0.722	eV
highest occupied orbital energy (spin up / spin down)	-0.6 / -2.5	eV



A molecular structure, C31H27IrN20O3S. Source: the Open Molecules 2025 dataset; level of theory: ωB97M-V/def2-TZVPD.

Geometry as XYZ:
```
83
Properties=species:S:1:pos:R:3
Ir 2.187 1.130 0.247
N 4.238 3.634 1.337
C 3.549 2.917 2.278
N 3.616 3.134 3.574
N 2.797 2.215 4.120
N 2.257 1.478 3.224
N 2.722 1.895 2.014
C 3.983 3.581 -0.007
N 4.485 4.411 -0.899
N 3.992 3.983 -2.076
N 3.233 2.963 -1.921
N 3.205 2.665 -0.593
H 4.855 4.359 1.668
O 3.087 -7.075 1.831
S 2.163 -7.751 2.719
O 2.709 -8.135 4.004
O 1.298 -8.722 2.082
C 0.986 -6.434 3.184
N -0.075 -6.764 3.932
C -0.917 -5.792 4.228
C -0.750 -4.480 3.794
C 0.382 -4.243 3.037
N 1.242 -5.211 2.742
C 0.736 -2.928 2.442
C 1.912 -2.838 1.693
C 2.220 -1.648 1.087
N 1.433 -0.561 1.166
C 0.331 -0.628 1.917
C -0.043 -1.784 2.566
H -1.776 -6.064 4.835
H -1.469 -3.714 4.050
H 2.545 -3.711 1.600
H 3.121 -1.556 0.486
H -0.254 0.276 1.989
H -0.948 -1.779 3.157
C -2.974 -2.208 -2.396
C -3.314 -1.174 -1.320
C -2.121 -0.470 -0.852
N -1.159 0.064 -0.518
H -3.879 -2.735 -2.692
H -2.259 -2.941 -2.024
H -2.557 -1.726 -3.279
H -3.782 -1.645 -0.454
H -4.012 -0.425 -1.693
N 3.548 -2.480 -6.151
C 3.287 -1.925 -5.181
C 2.959 -1.223 -3.970
C 1.632 -1.011 -3.619
C 1.352 -0.337 -2.448
N 2.313 0.127 -1.643
C 3.594 -0.068 -1.994
C 3.963 -0.743 -3.137
H 0.829 -1.369 -4.246
H 0.339 -0.162 -2.124
H 4.352 0.353 -1.344
H 5.007 -0.874 -3.380
C 0.089 2.650 -2.137
C -0.057 2.891 -0.684
N 0.631 2.382 0.333
C 0.137 2.925 1.510
C -0.864 3.770 1.189
N -0.968 3.753 -0.186
C -1.964 4.473 -0.958
N -2.991 3.624 -1.489
N -3.105 3.489 -2.837
N -4.076 2.712 -3.106
C -4.646 2.294 -1.919
C -5.743 1.459 -1.684
C -6.068 1.208 -0.372
C -5.329 1.773 0.690
C -4.258 2.610 0.473
C -3.936 2.864 -0.863
H 1.033 2.167 -2.349
H 0.097 3.599 -2.674
H -0.747 2.054 -2.507
H 0.513 2.658 2.480
H -1.477 4.403 1.806
H -1.500 4.966 -1.810
H -2.393 5.230 -0.303
H -6.305 1.040 -2.508
H -6.910 0.571 -0.139
H -5.622 1.546 1.707
H -3.706 3.041 1.297
```

Computed properties:
orbital gap	4.58	eV
energy relative to the best compared isomer or geometry (same formula, charge and spin)	1.818	eV
highest occupied orbital energy	-7.3	eV